Record 1
Molecular formula: C41H32Br2N2O4TeV
Method: DFT, ωB97M-V/def2-TZVPD

Structure (XYZ):
```
83
Properties=species:S:1:pos:R:3:forces:R:3
C -2.605562 -3.612259 3.936697 -0.0341 0.0273 -0.0566
C 1.342296 3.025674 5.437167 0.0145 -0.0175 0.0024
C 0.306092 1.281896 4.150913 -0.0871 -0.0122 0.0106
C -0.211107 -3.648221 -2.450817 -0.0374 0.0225 0.1577
C 2.604095 3.960994 -1.571403 0.0679 -0.0863 -0.1622
H -3.421419 -1.485078 -6.098293 -0.0285 -0.0056 0.0347
H 2.385048 -0.581746 -3.148523 -0.0583 0.0234 -0.0215
C 1.029163 4.246285 0.250682 -0.0310 0.0113 0.0365
H 0.211624 3.859092 0.843793 0.0171 -0.0199 0.0055
C -3.729561 -1.686850 -5.080048 0.0029 0.0237 -0.0635
O 0.201649 1.624833 -0.033146 0.6995 -0.2369 -0.4705
C -0.525302 -2.197520 3.737394 -0.1676 -0.0539 0.1334
H -4.885195 -2.488678 -1.470157 -0.0414 -0.0132 0.0092
C -1.619011 -2.817984 3.130564 0.0321 -0.0295 0.0863
C 5.136416 -0.589710 -0.496797 0.0474 -0.0106 -0.0010
N 2.839751 -0.459938 -1.114860 0.3988 0.0284 0.0725
C 5.481331 -0.785035 -1.832960 0.0843 -0.0184 -0.0423
C -4.557529 -2.249090 -2.474852 -0.0015 0.0813 -0.0887
H -4.077848 2.698337 -1.646542 0.0413 -0.0259 0.0188
C -1.903852 -0.395565 -0.825024 0.1195 -0.1118 0.0919
H 1.126901 6.099856 1.308096 0.0156 -0.0228 -0.0466
C -5.439996 -1.666177 -3.371807 -0.0184 0.0124 -0.0061
H -3.583881 -3.124903 3.932784 0.0409 0.0098 0.0008
H 3.924792 5.598586 -1.907001 0.0083 0.0082 0.0218
H 5.890220 -0.566504 0.277854 -0.0169 -0.0024 -0.0032
H -1.828446 -2.488420 -4.530955 -0.0149 -0.0147 -0.0261
H -0.684028 3.094474 4.727903 0.0474 -0.0110 -0.0113
H 3.497660 0.452473 4.949090 -0.0300 0.0303 -0.0008
H -6.454760 -1.450123 -3.063232 0.0318 0.0003 -0.0182
O 1.009809 -0.527067 0.920521 -0.0464 0.0557 1.1703
H -2.519641 1.795544 -3.345073 -0.0146 -0.0171 0.0093
C 2.594873 1.048494 4.894444 0.0748 0.0321 0.0169
H -2.287137 -3.713686 4.971214 0.0141 -0.0049 -0.0150
H 2.985759 6.967569 -0.084918 -0.0048 -0.0238 -0.0147
O 2.658073 -1.347341 3.352691 0.0569 -0.0059 -0.0811
H -5.722979 -0.955682 -5.374649 0.0218 -0.0144 0.0274
H 1.015232 -3.456277 -0.675044 0.0080 0.0287 0.0896
H 1.281184 3.989503 5.928068 0.0058 -0.0456 -0.0177
H 1.719153 -2.752086 -2.121409 0.0791 0.0777 -0.0536
C 0.351686 -1.431386 2.998989 0.4534 0.2050 -0.0297
C 4.478302 -0.809402 -2.808555 0.0603 -0.0603 -0.0207
C 0.159780 -1.321642 1.630559 -0.2931 -0.2864 -0.1023
H 0.046701 -4.701929 -2.514123 -0.0171 -0.0558 -0.0212
H 3.371961 2.670870 6.052557 -0.0232 0.0056 -0.0022
H -1.177018 -0.189918 -2.851439 0.0481 -0.0234 -0.0498
O 1.134046 1.339702 -1.946695 0.1895 0.5854 0.0701
C 1.546169 3.455598 -0.793493 -0.2978 0.0001 0.0239
H -2.868337 -0.344100 1.102489 -0.0104 0.0151 -0.0168
C 0.931843 2.161836 -0.952494 -0.1136 0.9971 -0.3219
C 3.182341 -0.628271 -2.419585 0.0224 0.2437 0.1908
C 0.788749 -2.889103 -1.581707 -0.1437 0.0677 0.1268
C -3.465484 1.834609 -1.417852 0.0112 0.0166 -0.0359
C -3.561776 1.223715 -0.170720 -0.0100 0.0146 0.0485
Br 7.248435 -1.004729 -2.318628 0.0524 0.0020 -0.0147
C -2.828974 -2.255765 -4.194074 -0.0547 0.0690 -0.0529
C 1.536578 5.498439 0.507238 -0.0325 0.0511 0.0664
H -4.236837 1.620615 0.577528 0.0126 -0.0243 -0.0468
H -2.744961 -4.610537 3.517917 0.0426 0.0217 0.0060
H -0.567633 0.888130 3.641451 0.0428 -0.0015 0.0134
C -1.822257 0.211815 -2.084006 -0.0155 -0.0074 0.0210
V 0.958139 -0.060939 -0.705063 -0.3141 -0.9971 -0.3094
C -1.099000 -1.646811 -0.528274 -0.2198 -0.0349 0.2938
N 0.214149 -1.582669 -1.203956 -0.6241 -0.4380 -0.4482
C -2.790782 0.113248 0.124632 -0.0028 0.0743 0.0793
H -0.368966 -2.313335 4.804678 -0.0097 0.0277 -0.0554
C 2.577794 5.982761 -0.275394 0.0484 -0.0149 -0.0723
C -0.914253 -1.939786 0.969689 0.2593 0.1040 -0.3094
Te -2.082487 -3.443328 -1.459359 0.1406 0.0326 -0.1290
H -2.663685 -3.135535 1.303572 -0.0730 -0.0381 -0.0312
C -2.593429 1.329248 -2.371055 -0.0109 0.0276 0.0137
Br 3.449243 3.000424 -2.960852 -0.0654 -0.0305 0.0499
H 4.718173 -0.947929 -3.854094 0.0036 -0.0007 0.0333
C -3.259540 -2.520598 -2.900777 0.0934 -0.1412 0.1916
C 0.237356 2.526082 4.757915 -0.0192 0.0000 0.0234
C -5.025592 -1.390500 -4.669609 -0.0054 0.0033 0.0144
C -1.792972 -2.670951 1.748263 0.0180 -0.0958 -0.0084
C 3.111668 5.216320 -1.306292 -0.0179 0.1177 0.0617
H -0.302982 -3.232976 -3.448417 0.0075 0.0416 -0.0550
C 3.814675 -0.439046 -0.167900 -0.1993 -0.1152 -0.0752
C 1.611071 -0.775241 3.552703 -0.1710 0.2068 0.0396
C 1.487378 0.542039 4.211610 0.0253 -0.1912 0.0400
C 2.519804 2.286235 5.508347 -0.0185 -0.0262 -0.0282
H 3.507036 -0.312927 0.861934 -0.0658 -0.0163 0.0339
```
Positions in Å, forces in eV/Å.

Summary:
HOMO-LUMO gap (alpha / beta), eV: 4.99 / 4.99
Total charge: +3
LUMO (alpha / beta), eV: -10.81 / -10.81

natural (NBO) population analysis, charges in e, atoms 1 to 8: atom 1 (C): -0.652, atom 2 (C): -0.148, atom 3 (C): -0.192, atom 4 (C): -0.636, atom 5 (C): -0.022, atom 6 (H): 0.250, atom 7 (H): 0.237, atom 8 (C): -0.111


Record 2
Molecular formula: C41H32BrCeNOP2S5
Method: DFT, ωB97M-V/def2-TZVPD

Structure (XYZ):
```
84
Properties=species:S:1:pos:R:3:forces:R:3
H 7.127972 -0.769919 -1.666307 0.3449 -0.2511 -0.3856
H 1.840398 3.771289 4.375187 -0.3820 -0.0724 1.3960
Br 6.986758 1.464576 0.276609 -0.6095 -0.7433 -0.3398
C -2.588297 -2.389985 -0.996257 -0.7308 0.8649 1.6045
C -1.568586 -4.920961 -0.487528 0.4835 -0.8594 0.8183
C 3.906806 -1.794864 -1.121541 1.4312 0.3958 0.3565
H 0.150015 3.082847 2.693377 -0.0525 -0.1078 0.2531
C 5.735177 0.140299 -0.344826 -0.1113 0.5383 -0.5238
H -5.590092 -0.424291 -2.491186 -0.3241 -0.3750 -0.2040
H 4.065104 4.577030 3.807785 -0.0135 -0.2666 -0.3247
C -3.220179 -1.328917 -0.287395 0.3199 -0.0445 -1.0954
C -0.786347 0.866315 1.279915 -0.9877 1.2349 0.3589
C -3.153097 -6.707788 -0.822722 -2.2311 1.5759 0.5866
C -0.838968 -3.794254 2.332108 0.4813 0.6515 0.3908
H -1.318750 3.062608 -2.356290 -0.1168 -0.2603 -0.0583
H -4.244498 -6.963206 -0.904116 1.3747 -0.2104 0.1935
C -3.177113 -2.833401 -2.170776 -0.5359 1.0546 -1.1536
C -4.829628 -1.056232 -2.055062 0.8769 0.9331 -0.2712
H -2.826046 -1.045894 0.677414 0.0128 0.1094 0.0816
C -1.513586 5.091534 -2.890942 -0.7177 0.9268 -1.7998
N 3.561997 -0.803709 -0.299665 -0.5116 0.2723 0.2184
H 4.021395 0.843366 0.879094 0.4035 0.0162 -0.6102
O 0.244853 -0.284530 -0.789973 0.2675 -0.7545 1.0421
C -1.198448 6.402772 -2.604114 1.0899 0.5751 1.7799
C -1.129972 4.084892 -2.067326 1.0081 -0.7119 2.0176
H -1.358571 7.129810 -3.368873 -0.3178 0.6176 -0.0956
C 0.503362 -2.629039 3.991618 0.3269 -0.6839 -0.2725
H -1.320341 -4.689972 2.004758 -0.4144 -0.4429 0.1102
H -0.242186 7.742085 -1.116649 -0.1896 0.1842 -0.1544
H -4.746717 0.172902 -0.308085 -0.2779 0.7454 0.3661
C 2.658888 4.134801 0.718412 0.7619 0.1637 -0.1502
C 6.116072 -0.825833 -1.324948 -1.0256 0.3162 1.0758
C 3.645834 4.424827 1.655067 1.3354 0.0529 0.1905
S 3.556930 2.566562 -3.124489 -0.4845 -0.3252 0.4374
C -2.884062 -5.373136 -0.505236 -0.4132 0.7545 -0.1204
H -2.395145 -8.657230 -1.087071 0.2971 0.7681 -0.5115
H 0.463886 5.926415 0.376878 -0.5555 -0.1592 -1.2291
C -3.105021 2.435458 1.771980 -0.7780 -0.8237 -0.4069
C 5.210003 -1.808078 -1.710104 0.2256 -0.3844 1.0410
H 2.731031 4.503672 -0.297774 0.5231 -0.6082 -0.2943
C 0.100420 -1.686337 1.737925 1.0625 -0.6171 0.6477
S 0.560228 -0.228218 0.727472 -0.8507 0.3906 0.7037
S 1.393725 -0.616512 -4.216017 0.8885 -0.1409 0.3996
C 4.418924 0.186625 0.088642 0.3470 -1.2640 0.0298
Ce 2.089235 0.713238 -1.927370 -0.2961 0.7441 -1.0759
C 1.493298 3.499336 1.105897 -1.4206 0.1323 -1.1477
P 0.412909 2.818304 -0.220817 -0.0430 1.0508 -0.4292
H -4.042691 2.985292 1.889097 0.3029 -0.2441 0.1212
H 1.500318 -0.867508 3.194175 -0.5212 -0.6360 -0.0743
C -2.822905 1.304738 2.543020 1.2926 0.4089 -0.5470
C -0.396435 4.326284 -0.849941 -0.0318 1.3199 -2.8398
C -2.224413 2.826085 0.777285 1.6491 -1.9374 1.1602
H 3.164252 -2.593792 -1.235829 0.4054 0.3627 -0.2576
C 1.125231 3.444927 2.410453 1.2260 -0.2962 1.5777
C 2.092696 3.814890 3.360135 0.2457 0.4494 -0.7026
H -3.700749 -4.645245 -0.287709 0.6298 -0.8238 -0.3978
C 0.785794 -1.695293 2.992816 -0.3313 1.4078 -0.4808
C -1.592037 0.645674 2.399689 0.5773 -0.9283 0.5434
H -1.998173 4.932105 -3.885357 0.3999 -0.2907 1.0920
C -0.538569 6.739162 -1.378657 -0.3947 -1.0196 -1.6203
S 3.295555 -1.036437 -3.648987 -1.4879 0.6455 -0.8984
C -0.669681 -2.799533 1.367571 -0.3477 0.4621 -0.0614
C 3.374264 4.276420 3.021545 -1.2004 -0.3975 -0.5779
S 1.518390 2.841573 -3.311632 0.6731 -0.3324 -0.2412
H 0.446387 -5.472032 -0.460687 0.9472 -0.0970 -0.3936
C -1.042306 2.050829 0.544057 -0.3349 0.4427 0.8825
H 0.025241 -7.899597 -1.319290 -1.0837 0.7922 1.1000
H -3.495171 0.872315 3.242130 -0.5146 0.2648 0.8024
C -2.135193 -7.581634 -1.015435 0.5521 -2.4075 0.0299
P -1.038744 -3.174317 -0.390798 -0.1029 -0.1619 -1.3112
H 1.048801 -2.612245 4.960899 -0.6094 0.0998 -0.8678
C -0.792874 -7.209782 -0.944424 0.8082 0.6000 -0.6185
H 4.699259 4.664652 1.342320 -1.4086 0.3026 0.1428
H -4.713486 -2.427767 -3.681971 0.4435 -0.0177 0.2708
C -4.238868 -2.109123 -2.748958 -0.5168 -0.4659 0.6933
C -0.321904 -3.706761 3.630898 0.1640 0.5430 -1.2976
C -0.100067 5.702437 -0.575538 0.3126 -1.6313 1.9143
H -2.366323 3.736163 0.273843 -0.1197 0.9001 -0.6400
C -0.526909 -5.864881 -0.637063 -1.0597 -0.3105 -0.2703
H -1.186715 0.012524 3.233621 -0.9910 0.0365 -1.1554
H -2.822981 -3.674995 -2.738512 0.3928 -0.2298 0.0599
H 5.527290 -2.630870 -2.362594 -0.2496 0.4972 0.1753
H -0.511846 -4.577800 4.210779 0.0586 -0.2129 0.9678
C -4.284009 -0.605715 -0.857629 0.7546 -2.0575 0.2745
```
Positions in Å, forces in eV/Å.

Summary:
HOMO-LUMO gap (alpha / beta), eV: 5.75 / 5.28
Total charge: +1
<S²>: 0.830
LUMO (alpha / beta), eV: -3.87 / -4.31
Relative energy (zero: lowest compared OMol25 entry of this formula, charge and spin), kJ/mol: 150.6
Spin multiplicity: 2

Mulliken population analysis, charges in e, atoms 1 to 8: atom 1 (H): 0.498, atom 2 (H): 0.491, atom 3 (Br): -0.144, atom 4 (C): 0.541, atom 5 (C): -0.183, atom 6 (C): -0.547, atom 7 (H): 0.434, atom 8 (C): -0.350


Calculated total energy per entry: -227246.5213, -202291.4411 eV